The following is a quantum chemistry calculation of 16 unconnected molecules or ions with the total composition C64H168N8O24 at a distorted geometry, from OMol25.

```
264
Properties=species:S:1:pos:R:3:forces:R:3:lowdin_charge:R:1
C -6.529 2.551 -2.112 0.503 0.425 0.492 -0.0847
C -5.638 1.486 -2.795 1.177 1.281 -0.010 -0.2907
O -5.067 1.910 -4.059 -0.495 -0.135 0.838 -0.1285
H -7.043 3.153 -2.868 -0.543 -0.557 0.073 0.0675
H -5.919 3.338 -1.613 0.031 -0.663 -0.149 0.0469
H -7.191 2.133 -1.299 0.426 0.321 -1.115 0.0858
H -6.135 0.558 -2.955 -0.651 -0.590 -0.273 0.0982
H -4.788 1.261 -2.140 -0.147 -0.121 0.253 0.0816
H -4.279 2.470 -3.855 -0.438 0.030 -0.089 0.0250
C 1.221 0.137 -3.956 -0.629 1.584 -1.029 -0.0569
C 2.494 0.904 -4.270 -0.911 1.408 -0.262 -0.3183
O 3.011 1.492 -3.120 -1.287 -0.514 1.556 -0.1242
H 1.337 -0.345 -3.010 0.030 -0.561 0.500 0.0413
H 1.033 -0.563 -4.772 -0.076 -0.193 0.211 0.0745
H 0.349 0.836 -3.900 0.620 -0.554 0.116 0.0718
H 2.380 1.735 -5.014 -0.409 -0.822 0.041 0.1237
H 3.214 0.244 -4.633 1.288 -1.368 -1.028 0.0826
H 3.816 1.946 -3.333 1.488 0.455 -0.182 0.0040
C -6.737 6.478 1.258 -0.009 0.455 -0.541 -0.0798
C -5.696 6.221 0.126 -0.456 1.708 1.846 -0.2827
O -4.333 6.524 0.543 -1.426 -0.934 -0.593 -0.0764
H -6.462 5.939 2.166 -0.062 0.044 -0.026 0.0557
H -7.796 6.220 0.976 1.133 0.060 0.056 0.0885
H -6.735 7.567 1.454 -0.060 -0.441 0.211 0.0714
H -6.000 6.837 -0.697 0.120 0.465 -0.727 0.0973
H -5.793 5.235 -0.176 0.482 -2.030 -0.545 0.0577
H -4.414 7.391 0.927 0.299 0.614 0.313 0.0597
C 4.923 1.246 1.809 1.632 -0.709 -0.638 -0.0624
C 4.941 0.341 0.553 -2.471 -1.084 1.219 -0.3631
O 6.144 0.421 -0.090 1.880 -0.295 -0.187 -0.1086
H 5.276 2.194 1.398 -0.551 0.313 0.430 0.0617
H 5.682 0.964 2.552 -0.142 -0.286 -0.201 0.0748
H 3.971 1.270 2.318 -0.401 0.245 -0.180 0.0476
H 4.179 0.811 -0.109 -0.215 -0.653 0.167 0.0966
H 4.626 -0.788 0.795 0.531 2.162 -0.417 0.1387
H 6.139 -0.210 -0.846 -0.312 0.170 0.140 0.0431
C 1.100 -4.709 -3.409 -1.267 -0.295 -0.174 -0.0681
C 0.929 -3.562 -2.489 1.719 0.675 0.283 -0.3505
O -0.378 -3.190 -2.279 -0.529 -0.456 1.655 -0.0765
H 0.648 -4.453 -4.364 0.174 0.045 -0.380 0.0861
H 0.486 -5.520 -3.011 0.562 -0.374 -0.125 0.0596
H 2.153 -4.899 -3.513 0.344 -0.564 -0.124 0.0680
H 1.561 -2.771 -2.889 -0.156 0.702 -0.067 0.0844
H 1.432 -3.793 -1.525 -0.610 0.009 -0.113 0.1247
H -0.857 -2.667 -2.939 -0.255 0.315 -0.760 0.0514
C -1.360 -4.366 4.608 2.087 -0.763 -0.217 -0.0875
C -1.654 -4.508 3.160 0.298 -0.557 -1.452 -0.3134
O -0.770 -5.479 2.556 0.081 0.189 0.939 -0.1065
H -1.217 -5.358 5.026 -0.009 -0.174 0.113 0.0838
H -2.146 -3.915 5.106 -1.751 1.005 0.999 0.0394
H -0.470 -3.787 4.828 0.315 0.110 -0.094 0.0755
H -1.558 -3.561 2.585 -0.364 -0.413 0.405 0.1069
H -2.666 -4.916 3.141 -0.337 0.264 -0.599 0.1049
H -0.936 -5.553 1.608 -0.244 0.472 -0.138 0.0197
C 0.928 5.495 3.643 0.872 -0.129 0.627 -0.0813
C 0.108 4.441 2.943 -1.939 0.928 1.392 -0.3840
O 0.600 4.246 1.679 0.181 -0.712 -1.538 -0.0862
H 0.721 5.463 4.720 0.201 -0.142 -0.100 0.0743
H 0.795 6.555 3.371 -0.135 -0.573 -0.489 0.0771
H 1.972 5.192 3.449 -0.163 0.468 0.395 0.0702
H -0.947 4.830 2.918 0.412 -0.402 -0.073 0.1149
H 0.076 3.515 3.552 0.206 0.435 -0.267 0.0915
H 0.159 3.464 1.271 0.435 0.221 -0.035 0.0483
C -2.620 -6.886 -0.162 -0.977 -1.393 0.485 -0.0991
C -1.923 -5.970 -1.048 0.728 1.301 -0.872 -0.3295
O -1.387 -4.958 -0.198 0.230 0.630 -0.066 -0.1274
H -1.963 -7.497 0.429 0.467 0.068 0.731 0.0645
H -3.113 -7.641 -0.800 -0.575 0.479 0.453 0.0932
H -3.268 -6.244 0.474 -0.028 -0.972 -0.322 0.1035
H -2.715 -5.643 -1.761 0.953 0.565 0.107 0.1317
H -1.077 -6.424 -1.569 -0.224 -0.191 -0.391 0.0935
H -0.883 -4.258 -0.670 -0.571 -0.509 -0.277 0.0757
C -3.700 -2.543 -0.158 2.065 0.363 -0.189 -0.0592
O -3.580 -1.894 -1.407 -0.769 -0.008 0.434 -0.1744
C -2.548 -0.958 -1.465 -0.270 0.553 0.216 -0.2428
C -2.459 -0.569 -2.911 2.169 -0.176 -0.076 -0.1449
N -2.282 -1.804 -3.737 0.259 0.544 1.988 -0.0526
C -2.059 -1.649 -5.120 -0.988 0.178 -1.198 -0.2015
C -3.229 -0.999 -5.885 0.311 -0.997 -0.082 -0.1981
O -4.270 -1.967 -5.885 -0.079 -0.279 0.939 -0.1985
C -5.377 -1.594 -6.664 -0.526 1.157 1.491 -0.1112
H -2.731 -3.032 0.075 -0.549 -0.110 -0.098 0.0827
H -4.464 -3.267 -0.288 -0.800 -0.583 0.333 0.0857
H -3.841 -1.835 0.649 -0.695 0.215 0.237 0.0721
H -1.609 -1.409 -1.110 -0.104 -0.054 -0.157 0.0998
H -2.701 -0.027 -0.848 -0.263 -0.798 -0.280 0.1229
H -1.561 0.100 -2.864 -0.098 -0.685 -0.892 0.1147
H -3.222 0.096 -3.251 -1.097 0.127 -0.159 0.0829
H -3.062 -2.424 -3.583 -0.258 0.041 0.303 0.1210
H -1.901 -2.646 -5.574 0.035 0.439 0.164 0.1353
H -1.173 -1.067 -5.226 0.779 0.556 -0.479 0.0872
H -2.899 -0.876 -6.911 0.096 0.402 -0.500 0.1142
H -3.565 -0.039 -5.481 -0.006 -0.041 0.077 0.1128
H -6.250 -2.254 -6.483 0.960 -0.154 -0.658 0.1013
H -4.985 -1.425 -7.636 -0.447 -0.434 -1.579 0.0698
H -5.761 -0.606 -6.354 0.165 0.009 0.151 0.0859
C 5.959 -4.303 1.840 0.293 0.460 -0.208 -0.1303
O 4.772 -4.929 1.417 -0.435 -1.257 0.418 -0.2227
C 4.051 -5.723 2.419 -0.801 1.651 0.860 -0.1601
C 2.583 -5.998 1.924 1.215 1.410 1.532 -0.2370
N 2.558 -6.930 0.879 0.583 -0.768 -2.699 -0.0584
C 1.251 -7.324 0.373 0.578 -0.925 0.719 -0.1950
C 1.401 -8.157 -0.886 -0.619 0.897 -0.205 -0.2098
O 2.042 -7.311 -1.822 -0.175 0.018 -0.366 -0.2507
C 1.889 -7.818 -3.138 -0.459 1.333 0.061 -0.1127
H 5.915 -3.851 2.826 -0.392 -0.134 0.478 0.0803
H 6.179 -3.463 1.178 -0.298 -0.076 -0.227 0.0682
H 6.856 -4.918 1.804 -0.051 -0.582 0.054 0.0828
H 3.970 -5.008 3.299 -0.062 -0.893 -0.635 0.1221
H 4.516 -6.659 2.823 0.144 0.666 -0.979 0.1265
H 2.139 -5.002 1.679 0.047 -0.471 0.122 0.1102
H 2.038 -6.415 2.787 0.059 0.272 -0.192 0.1252
H 3.036 -6.554 0.036 -0.056 -0.228 1.005 0.1109
H 0.618 -6.485 0.130 -0.326 0.591 -0.187 0.0932
H 0.737 -7.894 1.145 -0.144 -0.160 0.107 0.1263
H 0.385 -8.341 -1.258 -0.075 -0.308 0.039 0.1108
H 1.935 -9.107 -0.837 0.097 -0.033 0.498 0.1281
H 2.323 -8.797 -3.126 0.028 -0.890 -0.532 0.0757
H 2.496 -7.141 -3.777 -0.660 -0.613 0.126 0.0887
H 0.779 -7.820 -3.438 1.576 -0.107 0.209 0.1146
C 1.868 1.842 5.103 1.154 0.543 0.902 -0.1126
O 0.463 1.732 4.967 1.352 -0.256 -0.061 -0.2111
C -0.012 0.980 6.040 0.436 -0.607 1.341 -0.2675
C -1.487 0.791 5.884 -0.696 -1.082 0.416 -0.1712
N -1.819 -0.134 4.798 0.775 0.214 0.918 -0.0325
C -3.200 -0.323 4.590 -2.363 0.110 0.305 -0.2548
C -3.482 -1.024 3.293 -0.100 0.233 -0.248 -0.2082
O -4.870 -1.288 3.043 0.785 0.050 -0.326 -0.1672
C -5.459 -2.323 3.780 0.943 -0.471 1.597 -0.1123
H 2.419 0.902 5.343 -0.806 -0.004 -0.617 0.0923
H 2.167 2.450 6.014 -0.594 -0.037 -1.015 0.1067
H 2.297 2.273 4.193 -0.197 0.065 0.211 0.0804
H 0.197 1.481 7.000 -0.250 0.458 -0.127 0.1227
H 0.614 0.064 6.177 -0.809 0.000 -0.571 0.1327
H -1.903 1.812 5.709 -0.134 -0.528 0.310 0.1339
H -1.913 0.314 6.836 0.430 1.025 -1.121 0.1348
H -1.255 -0.052 3.971 -0.005 0.358 -0.174 0.0846
H -3.875 0.579 4.587 0.813 0.027 0.026 0.1265
H -3.656 -0.920 5.386 0.328 -0.141 0.352 0.0943
H -2.841 -1.892 3.232 -0.099 -0.750 -0.118 0.1059
H -3.122 -0.337 2.532 -0.355 -0.200 -0.569 0.0886
H -5.455 -2.113 4.853 -0.028 0.348 0.210 0.0680
H -4.987 -3.325 3.762 0.219 0.413 -0.780 0.0923
H -6.484 -2.430 3.528 -0.838 0.066 -0.685 0.0758
C 5.078 -5.575 -2.194 1.001 0.173 -0.427 -0.0772
O 4.968 -4.234 -2.660 0.683 0.354 -0.729 -0.2025
C 4.715 -3.284 -1.653 0.469 -1.895 1.620 -0.2521
C 4.345 -1.933 -2.130 -0.576 0.402 -0.305 -0.1885
N 5.446 -1.006 -2.380 1.894 -1.417 -0.401 -0.0335
C 6.579 -1.513 -3.240 -1.609 0.017 0.319 -0.1406
C 7.863 -0.769 -3.043 -0.161 0.395 -2.785 -0.2058
O 7.893 0.472 -3.805 0.301 -0.086 0.539 -0.2212
C 9.187 1.104 -3.647 -1.181 -0.094 1.758 -0.0874
H 5.629 -6.133 -3.000 -0.637 0.394 0.851 0.1063
H 4.072 -5.933 -2.081 -0.464 -0.679 0.225 0.0504
H 5.628 -5.685 -1.224 -0.352 0.296 -0.703 0.0989
H 5.550 -3.257 -0.951 0.679 0.340 -0.109 0.1125
H 3.980 -3.751 -0.976 -0.665 0.574 -0.246 0.1151
H 3.843 -1.480 -1.282 -0.621 0.070 -0.089 0.0777
H 3.626 -2.118 -2.956 0.312 0.601 0.078 0.1227
H 5.136 -0.103 -2.684 -0.425 0.347 -0.355 0.0904
H 6.255 -1.546 -4.285 0.315 0.296 -0.180 0.1283
H 6.776 -2.567 -3.020 -0.204 0.183 0.401 0.1169
H 8.648 -1.388 -3.441 0.546 -0.480 -0.484 0.1137
H 8.130 -0.670 -2.040 0.060 0.802 2.007 0.1008
H 9.961 0.410 -3.995 0.088 0.442 -0.172 0.0822
H 9.276 1.223 -2.522 0.509 0.192 -1.166 0.1031
H 9.196 2.119 -4.116 -0.038 -1.099 0.122 0.0908
C 3.393 4.174 0.592 0.040 0.611 -1.108 -0.1101
O 4.643 3.887 -0.014 -0.439 0.295 -0.352 -0.1983
C 4.389 3.686 -1.399 0.287 -0.401 0.728 -0.2156
C 5.697 3.135 -1.978 -1.894 -1.215 1.350 -0.1594
N 5.515 2.637 -3.328 -1.314 2.104 -0.284 -0.0628
C 5.366 3.756 -4.285 -1.009 0.978 -0.231 -0.1416
C 6.606 4.674 -4.364 -1.152 -0.740 2.202 -0.2223
O 6.282 5.921 -3.837 -0.665 0.006 0.044 -0.1808
C 7.355 6.722 -3.494 -0.108 0.275 2.175 -0.1285
H 2.948 5.021 0.039 -0.064 -0.009 0.386 0.0955
H 3.584 4.493 1.603 -0.245 -0.314 0.436 0.0832
H 2.676 3.348 0.442 0.392 0.121 0.666 0.0597
H 4.001 4.584 -1.864 0.240 0.732 -0.120 0.1123
H 3.529 2.998 -1.446 0.547 -0.374 -0.430 0.0912
H 5.822 2.231 -1.355 0.592 0.474 -0.198 0.1124
H 6.521 3.821 -1.794 0.111 0.230 -0.184 0.1244
H 6.334 2.143 -3.493 1.684 -1.455 -1.082 0.0580
H 4.467 4.410 -3.921 1.606 -1.165 -0.846 0.1470
H 5.145 3.401 -5.313 -0.098 -0.150 0.706 0.1189
H 6.994 4.820 -5.313 0.814 -0.144 -2.159 0.1010
H 7.333 4.209 -3.703 0.672 -0.134 -0.089 0.1047
H 6.838 7.549 -3.001 0.706 0.423 -0.193 0.0993
H 8.026 7.010 -4.257 0.251 0.610 -1.597 0.0686
H 8.068 6.290 -2.759 -0.659 -0.363 0.096 0.0956
C -5.201 3.854 4.763 -1.683 -0.477 0.218 -0.0846
O -5.288 2.755 5.667 0.282 0.961 -0.338 -0.1961
C -6.526 2.688 6.334 -1.965 0.826 -1.516 -0.2695
C -6.600 1.342 6.891 -0.780 -2.025 1.324 -0.2465
N -5.552 1.191 7.902 -1.322 -0.776 0.779 -0.0350
C -5.321 -0.220 8.169 -0.417 -0.867 -3.358 -0.2383
C -4.359 -0.579 9.222 1.091 0.253 0.873 -0.2240
O -3.202 0.280 9.120 -1.763 -0.403 -1.052 -0.2071
C -2.115 -0.222 9.811 -0.248 0.105 -0.222 -0.1313
H -5.360 4.807 5.268 0.229 0.095 0.068 0.0922
H -6.008 3.721 4.033 -0.140 0.238 -0.070 0.0817
H -4.308 3.840 4.186 1.101 -0.150 0.023 0.0669
H -7.453 2.857 5.659 1.560 -0.296 0.331 0.1493
H -6.706 3.422 7.125 0.736 0.273 0.097 0.1276
H -6.480 0.545 6.114 -0.191 0.601 0.112 0.1261
H -7.593 1.186 7.381 0.592 0.067 -0.375 0.1339
H -4.761 1.548 7.444 1.636 0.590 -0.210 0.0722
H -4.871 -0.692 7.176 -1.008 0.562 1.531 0.1285
H -6.307 -0.726 8.335 0.827 0.335 0.010 0.1351
H -4.077 -1.656 9.046 -0.111 0.852 0.501 0.1376
H -4.809 -0.428 10.213 0.215 -0.261 0.065 0.1276
H -1.924 -1.233 9.505 0.685 -0.643 -0.518 0.0782
H -2.385 -0.316 10.841 0.303 0.347 1.224 0.0785
H -1.316 0.476 9.589 0.441 -0.247 0.428 0.0932
C 0.680 3.511 -2.343 0.730 1.762 -2.178 -0.0999
O -0.483 2.733 -2.290 -0.162 -0.660 -0.886 -0.2165
C -1.652 3.373 -1.815 0.542 1.611 -0.027 -0.1821
C -2.259 4.389 -2.852 0.142 -0.529 0.698 -0.1473
N -2.865 3.623 -3.953 -0.442 0.203 0.868 -0.0780
C -3.143 4.437 -5.134 -1.092 -0.368 1.348 -0.1970
C -2.005 4.538 -6.050 2.399 -1.323 -0.864 -0.1871
O -1.802 3.169 -6.466 -0.315 0.101 -0.219 -0.2146
C -0.672 2.919 -7.251 0.659 -2.426 0.348 -0.1289
H 0.531 4.574 -2.788 -0.182 -1.461 0.938 0.1147
H 1.461 3.091 -3.042 -1.141 -0.149 0.915 0.0865
H 1.120 3.599 -1.374 0.315 0.246 0.862 0.0545
H -1.405 3.847 -0.853 -0.128 0.367 -0.239 0.1215
H -2.335 2.586 -1.547 -0.581 -0.348 -0.275 0.1009
H -1.489 5.015 -3.321 0.266 0.099 0.647 0.0916
H -2.963 5.104 -2.317 0.436 -1.080 -0.760 0.1368
H -2.271 2.843 -4.177 0.429 -0.194 -0.224 0.1050
H -3.488 5.355 -4.714 -0.087 1.114 -0.128 0.1178
H -4.012 4.003 -5.605 -0.178 -0.178 -0.612 0.1208
H -1.047 4.864 -5.563 -0.749 0.021 -0.095 0.1316
H -2.104 5.096 -6.968 -0.540 0.752 -0.103 0.1216
H 0.210 3.316 -6.768 0.478 0.514 0.037 0.0671
H -0.686 3.213 -8.319 -0.418 0.146 0.487 0.0885
H -0.497 1.773 -7.193 -0.443 1.771 -0.367 0.1127
C -4.279 1.833 1.205 -0.807 -1.246 -1.007 -0.0755
O -2.943 1.503 0.894 -0.886 0.942 -1.130 -0.2002
C -2.133 1.990 1.910 1.041 0.040 -0.299 -0.2269
C -0.823 1.236 1.837 0.053 0.433 0.095 -0.1794
N -0.128 1.607 0.613 1.196 0.293 0.011 -0.0246
C 1.186 0.967 0.329 -0.876 1.006 0.034 -0.1602
C 1.030 -0.402 -0.248 0.867 -1.349 -0.780 -0.1840
O 0.642 -1.365 0.738 -1.718 0.769 -1.398 -0.1897
C 1.638 -1.882 1.523 -0.441 -2.857 -1.304 -0.1118
H -4.547 1.295 2.098 -0.436 -0.461 0.484 0.0718
H -4.913 1.490 0.371 0.210 0.065 0.315 0.0948
H -4.531 2.858 1.409 0.551 0.966 -0.191 0.0816
H -2.682 1.739 2.783 0.037 0.033 1.681 0.0885
H -1.981 3.099 1.879 -0.166 -0.689 -0.180 0.1320
H -0.977 0.157 1.951 -0.120 0.012 -0.157 0.1126
H -0.255 1.593 2.694 0.416 -0.192 0.039 0.0981
H -0.670 1.483 -0.224 -0.609 -0.023 -0.086 0.0797
H 1.732 0.867 1.260 0.307 0.289 0.249 0.1096
H 1.748 1.639 -0.364 -0.300 -0.626 0.404 0.1019
H 2.046 -0.723 -0.692 -1.483 0.328 0.313 0.1217
H 0.214 -0.425 -1.027 0.997 -0.004 0.612 0.1171
H 1.955 -1.204 2.221 1.055 1.515 2.143 0.0571
H 2.449 -2.227 0.900 0.882 0.091 -0.313 0.0726
H 1.261 -2.838 1.943 -0.002 0.750 0.341 0.0971
```
Forces are in eV/Å.

## Properties
M   1434.08 g mol⁻¹
Gap between HOMO and LUMO   9.038 eV
E_tot   -4782.48041 Ha
Relative energy (zero: lowest compared OMol25 entry of this formula, charge and spin)   2.750 eV
LUMO energy   0.62 eV